The following is a quantum chemistry calculation of a cluster of 11 separate species, C21H58Cl10O20P4 in total, from OMol25.

## Properties
Frontier orbital gap   9.65 eV
SMILES string   COP(=O)(OC)OC.COP(=O)(OC)OC.COP(=O)(OC)OC.COP(=O)(OC)OC.ClCCl.ClCCl.ClCCl.ClCCl.ClCCl.OCCO.OCCO
Energy above the lowest of the compared OMol25 structures with the same formula, charge and spin   0.615 eV
E   -8307.34963 a.u.
HOMO level   -9.3 eV

Geometry as ORCA input:
```
! RIJCOSX wB97M-V def2-TZVPD def2/J DEFGRID3
* xyz 0 1
C -1.7241 -5.9161 -0.6833
O -2.6675 -5.4109 0.2513
P -3.7022 -4.2717 -0.2162
O -4.5524 -3.8241 0.8804
O -2.7408 -3.2022 -0.8817
C -3.3112 -1.9010 -1.0654
O -4.4948 -4.8737 -1.4708
C -5.6964 -5.5996 -1.1980
H -1.7954 -5.4758 -1.6794
H -1.9305 -6.9802 -0.8363
H -0.6970 -5.8380 -0.3295
H -2.7644 -1.2285 -1.7207
H -3.4545 -1.3451 -0.1365
H -4.3066 -1.9770 -1.5153
H -5.7942 -5.9485 -0.1708
H -5.7711 -6.4462 -1.8774
H -6.5367 -4.9315 -1.3953
C -4.7794 1.0138 -1.2302
O -3.5894 1.1405 -0.4253
P -2.6229 2.4013 -0.5822
O -1.3021 2.2127 0.0183
O -3.4997 3.6308 -0.0327
C -3.7367 3.6944 1.3837
O -2.6740 2.6586 -2.1624
C -1.6074 3.2343 -2.8861
H -5.1929 0.0346 -1.0085
H -4.4754 1.0626 -2.2729
H -5.4947 1.7993 -0.9923
H -3.1546 4.5238 1.7908
H -3.3945 2.7984 1.9031
H -4.7933 3.9097 1.5197
H -1.3358 2.5124 -3.6627
H -0.6754 3.3332 -2.3180
H -1.8210 4.2130 -3.3113
C 1.4433 2.7195 2.7521
O 2.2083 3.4774 3.6673
P 3.3992 4.3586 3.0564
O 4.0826 3.7494 1.9135
O 4.3535 4.6525 4.3116
C 3.8917 5.4082 5.4202
O 2.6573 5.7473 2.8145
C 3.4286 6.9090 2.5339
H 0.6449 3.2701 2.2421
H 1.0090 1.8434 3.2255
H 2.0133 2.3587 1.8894
H 4.2428 4.9434 6.3413
H 2.8000 5.3426 5.5095
H 4.1512 6.4630 5.3328
H 4.4875 6.6512 2.5199
H 3.1815 7.7550 3.1732
H 3.2196 7.3095 1.5368
C -0.0442 -1.8129 -2.2729
O -0.5681 -2.2817 -3.5323
P -1.2406 -1.2631 -4.5555
O -2.3099 -0.4520 -3.9743
O -0.0617 -0.3871 -5.2174
C 0.4881 0.7315 -4.5014
O -1.6898 -2.2202 -5.7320
C -0.7010 -2.8393 -6.5530
H -0.4747 -0.8556 -1.9770
H 1.0350 -1.6970 -2.3827
H -0.2850 -2.5530 -1.5154
H 0.3843 1.5852 -5.1666
H 1.5341 0.4753 -4.3347
H 0.0271 0.9760 -3.5446
H -0.8866 -3.9050 -6.6840
H 0.3138 -2.7996 -6.1506
H -0.7078 -2.3245 -7.5134
C 1.2506 0.3663 0.6590
C 0.1322 -0.5933 0.9921
O -1.0840 -0.0381 0.4781
O 2.5030 -0.3235 0.7201
H 1.3191 1.2223 1.3463
H 1.1120 0.7702 -0.3532
H -0.0014 -0.7193 2.0661
H 0.3605 -1.5388 0.5025
H -1.1216 0.9057 0.7009
H 3.1825 0.2283 0.2853
C 4.6758 1.8857 -3.0937
C 4.7600 0.7431 -2.0776
O 4.3468 1.0769 -0.7611
O 5.6738 2.8769 -2.8755
H 3.6983 2.3499 -2.9805
H 4.8076 1.4714 -4.0960
H 5.7355 0.2471 -2.1346
H 4.0196 -0.0213 -2.3375
H 5.0177 1.6228 -0.3276
H 6.5122 2.4185 -2.7513
C 4.4714 -0.6398 2.2262
Cl 5.4823 -2.1031 2.2778
Cl 3.0700 -0.8238 3.2920
H 5.0269 0.2434 2.5206
H 4.1609 -0.5399 1.1913
C 3.2103 -3.0422 -1.0308
Cl 3.6861 -3.1208 -2.7077
Cl 4.0081 -4.2792 -0.0006
H 3.6237 -2.1325 -0.6109
H 2.1476 -3.1087 -0.8392
C -3.4420 -1.7685 3.1190
Cl -3.3551 -1.8082 4.9129
Cl -3.9938 -0.1759 2.5579
H -2.4318 -1.9481 2.7678
H -4.0830 -2.5265 2.6764
C 0.1507 -5.0555 2.5997
Cl -1.1080 -4.0300 3.2794
Cl 0.9539 -4.1422 1.3191
H 0.8267 -5.3445 3.3985
H -0.2972 -5.9647 2.2090
C -1.9330 1.3252 5.3622
Cl -1.4274 2.9715 5.7431
Cl -0.7329 0.5600 4.2889
H -1.9525 0.7578 6.2838
H -2.9002 1.4066 4.8838
*
```

Here are the Löwdin charges for atoms 1 to 4, given in e: number 1, C, carries -0.114; number 2, O, carries -0.215; number 3, P, carries 0.381; number 4, O, carries -0.214

---

The following is a quantum chemistry calculation of a cluster of 9 separate species, C21H60N2O9 in total, from OMol25.

## Properties
Frontier orbital gap   9.45 eV
SMILES string   NC(N)=O.CC(C)O.CC(C)O.CC(C)O.CC(C)O.CC(C)O.CC(C)O.CO.CO
Energy above the lowest of the compared OMol25 structures with the same formula, charge and spin   1.737 eV
E   -1622.53692 a.u.
HOMO level   -9.2 eV

Geometry as ORCA input:
```
! RIJCOSX wB97M-V def2-TZVPD def2/J DEFGRID3
* xyz 0 1
C -4.3540 0.5403 -0.0659
O -3.3790 -0.0397 -0.8659
H -4.1580 0.5753 0.9841
H -5.4190 0.1953 -0.2109
H -4.3520 1.6263 -0.2919
H -2.8510 -0.5687 -0.3309
C -0.5320 0.7173 0.6501
O 0.3130 1.7743 0.3511
H -1.4880 1.1553 1.0141
H -0.2890 0.0013 1.4961
H -0.7990 0.0823 -0.1359
H 1.1360 1.7553 0.7981
C 1.0600 -2.6197 0.5691
O 1.1750 -3.7017 1.4131
N 0.2330 -2.6387 -0.4859
N 1.5610 -1.4587 0.8111
H -0.3220 -3.4607 -0.6509
H 0.4670 -1.9977 -1.2519
H 2.3110 -1.3177 1.4651
H 1.2860 -0.6997 0.1981
C 3.3500 3.3943 0.4531
C 3.7430 2.1903 1.2891
C 4.3360 2.6323 2.6181
O 2.8820 1.3103 1.5151
H 2.3980 3.7453 0.8011
H 3.1940 3.1173 -0.5679
H 4.0670 4.2143 0.3691
H 4.6330 1.8183 0.8211
H 3.6740 3.2323 3.2131
H 5.3440 3.0263 2.5361
H 4.4320 1.6423 3.2241
H 3.2420 0.5493 2.0181
C -3.0630 -1.5767 2.7641
C -2.1600 -2.4517 1.9251
C -2.5410 -3.9217 1.8921
O -2.1260 -1.9817 0.7171
H -3.9740 -1.2717 2.2091
H -2.4910 -0.7247 3.0691
H -3.3930 -2.0187 3.6891
H -1.1150 -2.3617 2.2631
H -3.5260 -4.0767 1.4091
H -2.7500 -4.2667 2.9171
H -1.7560 -4.4507 1.3561
H -1.3300 -2.3167 0.2421
C 0.2660 0.7853 -3.0349
C 1.5630 -0.0587 -3.0409
C 2.6010 0.5493 -2.1909
O 1.3960 -1.1927 -2.5789
H -0.0810 0.8733 -2.0169
H -0.5320 0.4123 -3.6449
H 0.5350 1.7663 -3.3369
H 1.8820 -0.0927 -4.0739
H 2.8220 1.6443 -2.4659
H 3.5610 0.1093 -2.3229
H 2.4780 0.4093 -1.0889
H 2.1470 -1.6907 -2.9219
C 1.7980 5.8033 -2.1209
C 0.6980 4.7453 -1.7859
C -0.5550 4.8623 -2.6879
O 1.1770 3.5643 -1.9339
H 1.9950 5.5253 -3.1479
H 2.5880 5.6573 -1.3749
H 1.4500 6.8473 -2.0379
H 0.3420 4.8903 -0.7459
H -0.1830 4.7013 -3.7149
H -0.9460 5.8633 -2.7509
H -1.3980 4.1193 -2.4469
H 0.6210 3.0093 -1.4209
C -1.5960 -2.5687 -4.1929
C -2.4150 -1.8417 -3.1869
C -3.5010 -1.0517 -3.9239
O -2.9630 -2.4727 -2.2669
H -1.0500 -1.9137 -4.9319
H -2.2230 -3.2697 -4.7129
H -0.8150 -3.0387 -3.6139
H -1.7430 -1.1657 -2.6339
H -4.0940 -1.8097 -4.3349
H -3.1100 -0.4927 -4.7279
H -4.1860 -0.4207 -3.3589
H -3.5510 -1.8487 -1.8249
C 0.4860 -1.2727 4.2731
C 1.2200 -2.5147 4.7281
C 0.1880 -3.6497 4.9351
O 2.1420 -2.8647 3.9371
H -0.3240 -1.0177 4.9101
H 0.0200 -1.3447 3.3831
H 1.1720 -0.4237 4.1961
H 1.7420 -2.2727 5.6421
H 0.6740 -4.2487 5.6781
H 0.0050 -4.2587 4.0901
H -0.6910 -3.3357 5.4231
H 1.7230 -3.3767 3.2011
*
```

Here are the Löwdin charges for atoms 1 to 4, given in e: number 1, C, carries -0.162; number 2, O, carries -0.108; number 3, H, carries 0.052; number 4, H, carries 0.101

---

Question: Among the records above, which one has the highest energy above the lowest of the compared OMol25 structures with the same formula, charge and spin?
Answer: C21H60N2O9

---

Question: Which formula does entry 2 have?
Answer: C21H60N2O9

---

Question: Among the records above, which one has the lowest E?
Answer: C21H58Cl10O20P4